Below is one molecule with the formula CH3NOS2 in a non-equilibrium geometry, with properties calculated with ωB97M-V with the def2-TZVPD basis set.

Geometry as XYZ:
```
8
Properties=species:S:1:pos:R:3:forces:R:3
C 0.143 0.004 1.480 0.725 2.971 -1.075
N 0.754 -0.374 0.412 0.495 -1.437 1.572
S 0.050 -0.128 -1.112 -7.901 1.906 0.711
O -1.339 0.755 -0.942 5.292 -2.468 -0.487
S 1.223 0.239 -2.548 0.058 -0.230 0.773
H 0.478 0.037 2.559 0.351 -1.366 -1.430
H -0.564 0.825 1.343 -1.044 -0.574 -0.120
H -0.746 -1.359 -1.192 2.024 1.197 0.055
```
Forces are in eV/Å.

- E_HOMO: -9.889 eV
- Energy above the lowest of the compared OMol25 structures with the same formula, charge and spin: 326.6 kJ/mol
- 2S+1: 1
- SMILES string: C=N[S@@H](=O)=S
- LUMO: -0.835 eV
- Maximum force: 8.2 eV/Å
- Kohn-Sham gap: 0.3327 hartree
- Total energy: -966.1244 a.u.

natural (NBO) analysis output, partial charges in e: 0.022, -0.636, 1.307, -0.927, -0.280, 0.212, 0.194, 0.108

***

Below is a 9-piece molecular cluster, C26H65N3O10P overall in a non-equilibrium geometry, with properties calculated with ωB97M-V with the def2-TZVPD basis set.

Geometry as XYZ:
```
105
Properties=species:S:1:pos:R:3:forces:R:3
C -3.285 -3.067 -0.401 -0.348 -0.707 0.257
C -2.969 -2.509 1.113 -0.386 -0.735 0.688
C -1.550 -3.120 1.754 -0.997 -0.177 0.992
C -3.069 -0.883 1.285 -0.378 -0.684 0.442
C -2.293 -0.006 0.138 0.099 1.372 -0.206
C -0.919 0.751 0.678 2.373 1.901 1.617
C -1.064 1.758 1.965 3.965 -0.249 -0.833
C -2.466 2.118 2.760 -4.533 2.814 -1.923
O -3.452 2.805 2.171 6.742 -4.596 3.655
O -2.608 1.654 4.149 1.330 1.994 -2.974
C 0.303 2.479 2.516 -0.492 -2.853 -3.518
C 1.762 2.214 1.741 -3.077 -1.020 -0.040
C 3.041 3.038 2.366 -0.970 0.669 -0.122
C 2.495 4.589 2.669 1.326 0.346 -0.037
N 1.890 5.178 1.412 -0.263 -0.158 0.922
N 1.848 1.258 0.532 -3.573 0.904 3.165
C 3.233 1.069 -0.053 1.531 0.828 -1.406
C 3.460 2.360 -1.093 -0.409 -1.341 -0.696
C 4.577 1.890 -2.207 -0.390 0.604 -0.445
N 5.781 1.219 -1.580 -1.157 0.137 0.729
C 0.579 0.566 -0.009 -2.634 1.279 2.720
P 0.698 -0.584 -1.565 2.115 0.097 -0.252
C -0.401 0.042 -2.994 -1.789 1.393 0.235
C 0.383 -2.413 -1.122 -0.185 -1.144 -0.385
H -3.509 -2.226 -1.194 0.750 -1.702 1.519
H -4.251 -3.767 -0.398 2.133 1.571 0.084
H -2.389 -3.773 -0.700 -1.850 1.649 0.188
H -3.823 -2.967 1.811 1.849 1.225 -1.506
H -1.797 -3.409 2.886 0.625 0.688 -2.409
H -1.241 -4.136 1.239 -0.450 2.277 0.865
H -0.693 -2.326 1.807 -1.509 -1.587 -0.383
H -4.212 -0.604 1.251 2.275 -0.455 -0.116
H -2.708 -0.642 2.397 -0.528 -0.284 -2.450
H -3.036 0.883 -0.153 1.765 -1.771 0.645
H -2.107 -0.587 -0.879 -0.137 1.040 2.444
H -2.472 2.451 4.743 -0.644 -0.921 -0.650
H 0.221 3.177 3.455 0.463 -1.523 -2.165
H 3.394 2.544 3.373 -0.783 0.801 -2.032
H 3.950 3.165 1.641 -1.986 -0.586 1.269
H 3.478 5.218 2.890 -2.266 -1.376 -0.267
H 1.817 4.653 3.622 1.277 -0.276 -1.741
H 0.892 4.908 1.273 1.204 0.366 0.326
H 1.961 6.218 1.373 -0.067 -1.350 0.339
H 3.366 0.114 -0.716 -0.990 1.716 1.495
H 4.096 1.011 0.770 -2.405 0.250 -1.523
H 2.418 2.483 -1.662 2.249 0.031 1.366
H 3.752 3.340 -0.523 -0.632 -1.871 -1.139
H 4.089 1.171 -3.022 0.988 1.468 1.947
H 4.939 2.839 -2.794 -0.747 -1.823 1.120
H 5.952 1.673 -0.641 -0.088 -0.885 -1.464
H 5.620 0.191 -1.439 0.156 1.519 -0.051
H 0.245 0.513 -3.855 -1.114 -1.259 1.813
H -1.049 0.939 -2.549 1.221 -1.856 -1.074
H -1.166 -0.752 -3.404 1.635 1.412 0.850
H -0.670 -2.719 -1.528 1.909 0.398 1.147
H 0.574 -2.662 0.006 -0.658 0.692 -2.167
H 1.179 -3.055 -1.735 -1.620 1.731 1.186
C 2.288 -4.704 -3.895 0.121 -0.126 -0.235
O 2.554 -3.319 -3.770 0.237 0.520 -0.113
H 1.468 -4.970 -3.224 0.097 0.135 0.015
H 2.001 -4.930 -4.925 0.041 -0.267 0.116
H 3.180 -5.273 -3.620 -0.172 -0.235 -0.073
H 3.285 -3.112 -4.377 -0.423 -0.085 0.280
C -6.619 -1.380 3.965 -0.016 0.200 0.018
O -5.375 -1.862 3.493 0.564 0.140 -0.223
H -7.264 -2.230 4.198 0.189 0.092 -0.069
H -6.462 -0.785 4.868 -0.265 0.027 0.029
H -7.091 -0.769 3.191 -0.226 0.034 0.149
H -4.824 -1.086 3.294 -0.271 -0.477 0.148
C 2.561 -4.812 -7.937 0.131 0.006 -0.239
O 3.567 -4.866 -6.942 0.622 0.055 0.147
H 1.582 -4.794 -7.452 0.182 -0.012 0.002
H 2.686 -3.905 -8.534 -0.239 -0.057 -0.129
H 2.632 -5.695 -8.576 -0.232 0.081 -0.111
H 4.423 -4.880 -7.401 -0.451 -0.018 0.357
C -3.860 3.394 8.012 -0.117 0.002 0.272
O -3.231 2.856 6.863 0.453 -0.670 -0.520
H -4.043 4.459 7.850 0.072 -0.216 -0.062
H -4.811 2.884 8.180 -0.018 0.166 0.156
H -3.207 3.267 8.879 -0.163 0.130 0.111
H -3.081 1.911 7.036 -0.109 0.499 -0.114
C 2.891 4.741 -4.371 0.123 0.222 -0.064
O 4.136 4.259 -4.843 0.473 0.169 -0.109
H 2.246 3.891 -4.137 0.157 0.054 -0.074
H 3.049 5.336 -3.468 -0.279 0.049 0.066
H 2.419 5.352 -5.144 -0.237 0.017 0.163
H 4.686 5.035 -5.042 -0.238 -0.519 0.050
C -1.766 -5.034 -3.679 0.042 -0.154 -0.138
O -1.501 -3.649 -3.554 0.375 0.580 -0.184
H -2.586 -5.300 -3.008 0.115 0.145 -0.088
H -2.053 -5.260 -4.709 -0.045 -0.241 0.086
H -0.875 -5.603 -3.405 -0.114 -0.237 -0.027
H -0.770 -3.443 -4.161 -0.352 -0.044 0.335
C 5.643 6.989 4.041 0.143 0.175 0.199
O 4.234 7.010 4.181 -0.480 0.206 0.344
H 5.905 6.368 3.181 -0.114 0.086 0.102
H 6.009 8.005 3.880 0.243 -0.127 -0.052
H 6.093 6.566 4.943 0.242 0.010 -0.124
H 4.032 7.567 4.952 0.003 -0.328 -0.473
C -6.312 -5.485 0.475 -0.028 -0.214 0.112
O -5.683 -6.023 -0.674 0.269 -0.471 -0.224
H -6.496 -4.420 0.313 0.051 -0.170 -0.052
H -7.264 -5.995 0.643 -0.057 0.183 0.203
H -5.659 -5.612 1.342 -0.161 0.152 0.187
H -5.533 -6.968 -0.501 -0.065 0.548 -0.202
```
Forces are in eV/Å.

- E_HOMO: -10.386 eV
- Charge: +1
- 2S+1: 1
- LUMO: -4.115 eV
- Maximum force: 8.9 eV/Å
- Kohn-Sham gap: 0.2304 hartree
- Total energy: -2286.7988 a.u.

Mulliken atomic charge list, values in e, 8 entries: -0.548, 0.825, -1.169, -0.835, 0.264, 0.174, 0.484, 0.074

***

Below is a 2-piece molecular cluster, C4H8OS overall in a non-equilibrium geometry, with properties calculated with ωB97M-V with the def2-TZVPD basis set.

Geometry as XYZ:
```
14
Properties=species:S:1:pos:R:3:forces:R:3
C -0.836 -0.690 1.446 1.401 0.709 5.007
C -0.439 0.543 1.147 -1.699 -3.248 0.398
C -1.402 -1.584 0.397 3.017 1.967 0.256
C 1.985 1.535 -0.507 -1.216 -7.828 -0.036
O 2.158 2.714 -0.493 0.531 6.277 0.521
S 2.795 0.477 -1.721 0.853 1.630 0.368
H -0.551 -0.899 2.647 -1.080 -0.572 -3.382
H -0.801 0.698 0.207 -0.024 2.129 -2.618
H -2.198 -2.165 0.653 -2.130 -1.633 0.684
H -1.617 -0.850 -0.368 -0.423 -0.471 -0.750
H -0.511 -2.144 0.128 -0.338 -0.718 -0.622
H -0.016 1.168 1.835 1.073 1.756 1.137
H 2.635 3.111 -1.222 1.056 0.621 -1.004
H 3.886 1.303 -2.096 -1.024 -0.620 0.041
```
Forces are in eV/Å.

- E_HOMO: -8.244 eV
- Energy above the lowest of the compared OMol25 structures with the same formula, charge and spin: 495.7 kJ/mol
- 2S+1: 1
- LUMO: 0.406 eV
- Maximum force: 7.9 eV/Å
- Kohn-Sham gap: 0.3179 hartree
- Total energy: -630.4461 a.u.

natural (NBO) atomic charge list, values in e, 8 entries: -0.162, -0.407, -0.644, 0.149, -0.603, -0.067, 0.183, 0.174

***

Below is C9H21InN3O3 as an isolated structure in a non-equilibrium geometry, with properties calculated with ωB97M-V with the def2-TZVPD basis set.

Geometry as XYZ:
```
37
Properties=species:S:1:pos:R:3:forces:R:3
In -21.679 13.399 -18.460 0.017 0.142 -0.129
C -19.542 13.816 -14.144 0.280 -0.435 -1.045
C -20.906 14.350 -14.470 0.691 -1.005 -1.859
O -21.317 14.379 -15.670 -0.029 0.187 1.594
N -21.642 14.692 -13.435 -2.959 1.196 0.414
C -23.018 15.303 -13.463 0.308 -0.422 0.031
H -19.401 13.220 -13.242 -0.355 0.405 0.284
H -18.847 14.655 -14.169 0.160 -0.026 0.124
H -19.300 13.154 -14.975 0.337 0.123 -0.029
H -21.221 14.495 -12.538 -0.055 0.273 0.339
H -23.358 15.565 -12.461 0.447 -0.071 -0.016
H -23.761 14.630 -13.890 0.167 -0.489 0.019
H -23.127 16.164 -14.123 0.785 0.228 -0.020
C -19.525 10.478 -22.226 -0.284 -0.905 -0.477
C -20.212 10.343 -20.918 -0.018 2.950 -0.711
O -20.558 11.333 -20.254 -0.044 1.142 0.549
N -20.609 9.225 -20.361 -0.788 -3.600 0.893
C -20.385 7.890 -20.774 1.780 -0.483 -0.071
H -19.621 11.464 -22.679 0.125 0.095 0.642
H -20.018 9.810 -22.933 0.195 -0.297 -0.101
H -18.483 10.173 -22.132 0.093 0.067 -0.117
H -21.065 9.282 -19.461 -0.193 0.662 0.058
H -21.175 7.334 -21.281 -0.525 0.413 -0.585
H -20.215 7.239 -19.917 -0.075 0.174 0.534
H -19.447 7.885 -21.329 -0.288 -0.290 -0.578
C -25.113 11.239 -15.200 1.379 -0.652 -0.457
C -23.694 11.826 -15.105 -1.090 0.253 0.597
O -23.254 12.390 -16.120 0.825 0.136 0.548
N -22.875 11.757 -13.991 -0.370 -0.351 -1.889
C -23.193 11.193 -12.721 -1.049 0.180 0.514
H -25.174 11.017 -16.266 -0.406 0.316 -0.119
H -25.973 11.838 -14.899 0.361 0.138 0.237
H -25.102 10.235 -14.776 -0.209 0.100 0.600
H -21.913 11.939 -14.239 0.216 0.189 0.201
H -22.851 11.821 -11.899 0.252 -0.120 -0.047
H -22.783 10.186 -12.640 0.302 -0.184 0.087
H -24.276 11.105 -12.630 0.016 -0.039 -0.013
```
Forces are in eV/Å.

- E_HOMO: -18.369 eV
- Charge: +3
- Energy above the lowest of the compared OMol25 structures with the same formula, charge and spin: 224.3 kJ/mol
- 2S+1: 1
- LUMO: -16.346 eV
- Maximum force: 3.8 eV/Å
- Kohn-Sham gap: 0.0743 hartree
- Total energy: -934.4128 a.u.

natural (NBO) atomic charge list, values in e, 8 entries: 0.987, -0.732, 0.644, -0.504, -0.391, -0.449, 0.260, 0.299